Here is a molecular structure, C26H25Ge2N4O8RuS from the Open Molecules 2025 dataset. Energies are from ωB97M-V/def2-TZVPD.

The geometry in XYZ format:
```
67
Properties=species:S:1:pos:R:3:lowdin_spin:R:1
Ru 13.672 9.070 10.851 2.354
O 14.265 8.835 12.687 0.198
N 14.196 9.997 13.444 0.035
C 14.048 9.757 14.753 0.000
C 13.740 10.840 15.596 0.029
C 13.913 12.138 15.059 0.000
C 14.333 12.387 13.743 0.028
C 14.346 11.230 12.887 0.037
S 14.384 11.173 11.165 0.307
H 13.957 8.701 15.030 0.001
H 13.396 10.649 16.611 0.001
H 13.724 12.996 15.682 0.000
H 14.467 13.410 13.365 0.001
C 15.310 6.172 7.586 0.048
Ge 16.266 6.060 9.310 0.204
C 18.257 5.998 9.391 0.058
C 15.491 4.775 10.660 0.029
Ge 15.901 8.650 10.168 0.257
C 16.582 9.714 8.516 0.039
C 16.478 11.088 8.356 0.112
C 17.164 11.749 7.328 0.091
C 18.036 11.086 6.476 0.004
C 18.131 9.717 6.673 0.111
C 17.353 9.048 7.609 0.084
C 17.376 8.948 11.523 0.078
C 18.452 9.759 11.199 0.203
C 19.455 9.997 12.142 0.079
C 19.350 9.503 13.434 0.041
C 18.276 8.685 13.734 0.179
C 17.283 8.416 12.803 0.057
H 14.680 5.305 7.446 0.005
H 16.049 6.200 6.795 0.003
H 14.723 7.089 7.540 0.003
H 18.588 5.011 9.070 0.012
H 18.575 6.163 10.434 0.000
H 18.715 6.777 8.802 0.000
H 15.422 3.809 10.159 0.007
H 14.507 5.083 11.066 0.001
H 16.157 4.773 11.530 0.000
H 15.821 11.716 8.974 0.003
H 16.928 12.801 7.217 0.003
H 18.615 11.646 5.769 -0.002
H 18.808 9.163 6.039 0.004
H 17.409 7.962 7.546 0.004
H 18.486 10.242 10.229 0.001
H 20.339 10.495 11.839 0.001
H 20.067 9.733 14.211 0.000
H 18.141 8.225 14.703 0.007
H 16.403 7.856 13.095 0.000
O 6.725 6.408 8.352 -0.001
N 7.147 7.260 9.122 0.000
O 6.572 7.964 9.926 0.003
C 8.571 7.420 9.066 0.004
C 9.404 6.482 8.481 0.000
C 10.750 6.562 8.854 0.005
C 11.341 7.531 9.671 0.006
O 12.665 7.653 9.712 0.089
C 10.411 8.501 10.189 0.004
C 9.051 8.493 9.839 0.000
N 10.929 9.395 11.171 0.018
O 11.961 8.897 11.922 0.087
O 10.339 10.361 11.573 0.066
N 11.684 5.573 8.346 0.001
O 12.360 4.986 9.182 0.003
O 11.718 5.379 7.110 -0.001
H 8.954 5.812 7.780 0.000
H 8.401 9.285 10.230 0.000
```

Its HOMO energy (alpha / beta) is -13.22 / -14.06 eV. The calculation puts the total energy at -176125.6776 eV. As for the max |F|: 3.5 eV/A. As for the multiplicity: 6. Its frontier orbital gap (alpha / beta) is 6.210 / 3.060 eV. For the energy relative to the best compared isomer or geometry (same formula, charge and spin), the calculation gives 1.070 eV. Its net charge is +2.